Version A
C3H4O | the ωB97M-V functional and the def2-TZVPD basis

Calculated values
* HOMO-LUMO gap: 0.41142 Eh
* LUMO energy: 0.86 eV
* structure (SMILES): C#CCO

Geometry (Å):
H1 0.229 1.298 1.266
H2 1.705 -0.352 -0.274
C1 0.799 -0.219 0.274
C2 -0.521 -0.450 -0.343
H3 0.875 -0.726 1.244
H4 -2.506 -1.179 -1.239
C3 -1.564 -0.784 -0.901
O1 0.927 1.210 0.603

=====

Version B
C3H4O | the ωB97M-V functional and the def2-TZVPD basis

Calculated values
* HOMO-LUMO gap: 0.41840 Eh
* LUMO energy: 1.21 eV

Geometry (Å):
H1 1.901 0.046 0.429
O1 -0.961 1.209 -1.986
C1 -2.064 1.382 -1.809
H2 0.414 0.607 -0.527
H3 -0.941 -0.923 0.926
C2 0.841 -0.025 0.216
H4 0.667 -1.441 1.774
C3 0.144 -0.856 0.978

=====

Version C
C3H4O | the ωB97M-V functional and the def2-TZVPD basis

Calculated values
* HOMO-LUMO gap: 0.41157 Eh
* LUMO energy: 1.05 eV
* structure (SMILES): OC1C=C1

Geometry (Å):
H1 -0.717 -1.508 -1.147
H2 1.420 0.194 1.202
H3 -1.706 0.439 0.071
C1 0.395 0.659 -0.745
C2 -0.709 0.098 -0.011
H4 0.899 0.645 -1.625
C3 0.671 0.449 0.530
O1 -0.933 -1.521 -0.208

=====

Version D
C3H4O | the ωB97M-V functional and the def2-TZVPD basis

Calculated values
* HOMO-LUMO gap: 0.40600 Eh
* LUMO energy: 0.90 eV
* structure (SMILES): C#CCO

Geometry (Å):
H1 1.184 -0.028 1.348
C1 0.155 -0.203 0.872
C2 0.212 -0.312 -0.558
O1 -0.545 1.023 1.215
H2 0.262 -0.235 -2.829
C3 0.143 -0.289 -1.776
H3 -0.113 -1.142 1.279
H4 -1.299 1.188 0.450

=====

Verdict on stability: version C comes out at the bottom.

=====

Version A
C3H4O | the ωB97M-V functional and the def2-TZVPD basis

Calculated values
* HOMO-LUMO gap: 0.36745 Eh
* LUMO energy: 1.18 eV

Geometry (Å):
C1 -0.842 0.385 0.152
C2 0.767 -0.614 -0.522
H1 -1.624 -0.073 0.746
H2 -1.118 1.357 -0.241
C3 0.592 0.164 0.545
H3 1.168 0.516 1.372
H4 1.553 -1.175 -0.993
O1 -0.495 -0.560 -1.060

=====

Version B
C3H4O | the ωB97M-V functional and the def2-TZVPD basis

Calculated values
* HOMO-LUMO gap (spin up / spin down): 0.32615 / 0.32613 Eh
* LUMO energy (spin up / spin down): 0.43 / 0.43 eV
* structure (SMILES): C1[C@@H]2O[C@H]12

Geometry (Å):
C1 0.382 -0.921 -0.085
H1 -1.553 0.071 0.130
C2 -0.637 -0.021 0.592
C3 0.376 0.874 -0.164
H2 0.302 1.283 -1.119
O1 1.482 -0.045 0.097
H3 0.156 -1.090 -1.193
H4 -0.509 -0.152 1.742

=====

Verdict on stability: version B comes out at the bottom.

=====

Version A
C2H4INS | the ωB97M-V functional and the def2-TZVPD basis

Calculated values
* HOMO-LUMO gap (spin up / spin down): 0.25184 / 0.23539 Eh
* LUMO energy (spin up / spin down): -2.49 / -3.28 eV

Geometry (Å):
H1 0.681 -1.344 -1.860
I1 1.185 2.912 -1.376
N1 0.671 -1.192 -0.863
C1 -0.263 -0.555 -0.286
H2 -0.180 0.988 1.271
C2 -0.149 -0.111 1.115
H3 0.758 -0.247 1.654
S1 -1.618 -0.203 -1.277
H4 -1.085 -0.249 1.622

=====

Version B
C2H4INS | the ωB97M-V functional and the def2-TZVPD basis

Calculated values
* HOMO-LUMO gap: 0.27801 Eh
* LUMO energy: -0.29 eV

Geometry (Å):
S1 -2.139 2.336 -1.511
N1 1.044 1.815 0.286
H1 0.567 2.955 -0.436
I1 -0.530 4.094 -1.245
C1 -0.281 -0.393 -0.005
H2 -0.648 -0.312 -1.018
C2 0.399 0.863 0.222
H3 0.195 -1.342 0.296
H4 -1.203 -0.320 0.516

=====

Verdict on stability: version A comes out at the bottom.

=====

Version A
C2H2N3OS | the ωB97M-V functional and the def2-TZVPD basis

Calculated values
* HOMO-LUMO gap (spin up / spin down): 0.26206 / 0.26199 Eh
* LUMO energy (spin up / spin down): -8.48 / -8.48 eV
* charge: +1

Geometry (Å):
N1 1.862 -0.057 -0.106
N2 -0.171 0.385 0.617
C1 1.121 0.499 0.856
C2 -0.142 -0.564 -0.754
N3 1.147 -0.589 -0.985
O1 -2.643 -0.549 -0.736
S1 -1.567 -0.937 -1.633
H1 -1.040 0.798 0.947
H2 1.433 1.014 1.793

=====

Version B
C2H2N3OS | the ωB97M-V functional and the def2-TZVPD basis

Calculated values
* HOMO-LUMO gap (spin up / spin down): 0.21670 / 0.33824 Eh
* LUMO energy (spin up / spin down): -8.74 / -6.30 eV
* charge: +1

Geometry (Å):
C1 1.624 0.411 0.005
N1 -0.164 1.599 -0.024
N2 1.132 1.623 -0.038
S1 -3.004 -0.407 -0.016
H1 0.612 -1.463 0.092
H2 2.665 0.161 0.006
N3 0.583 -0.454 0.051
C2 -0.515 0.348 0.035
O1 -2.932 -1.818 -0.111

=====

Verdict on stability: version B comes out at the bottom.

=====

Version A
C4H12O2 | the ωB97M-V functional and the def2-TZVPD basis

Calculated values
* HOMO-LUMO gap: 0.40750 Eh
* LUMO energy: 0.90 eV
* structure (SMILES): CCO.CCO

Geometry (Å):
H1 -3.436 -0.465 1.191
H2 -2.534 -0.014 -1.335
H3 1.628 -1.380 0.054
H4 -2.741 1.118 0.046
H5 1.115 0.011 1.042
H6 1.718 0.065 -1.903
H7 2.743 1.196 -0.981
H8 1.007 1.272 -0.941
O1 3.140 -0.311 0.872
H9 -1.262 0.999 -0.856
C1 1.853 0.577 -0.942
H10 -0.849 -0.337 1.235
C2 1.827 -0.350 0.297
C3 -2.072 0.395 -0.434
H11 3.467 0.572 0.884
C4 -1.589 -0.683 0.521
H12 -1.295 -1.557 -0.064
O2 -2.718 -1.108 1.315

=====

Version B
C4H12O2 | the ωB97M-V functional and the def2-TZVPD basis

Calculated values
* HOMO-LUMO gap: 0.35767 Eh
* LUMO energy: 0.83 eV
* structure (SMILES): C/C=C/C.O.O

Geometry (Å):
H1 2.317 1.694 -0.094
C1 -1.053 -1.328 0.417
H2 1.330 1.890 -1.541
H3 -0.527 -1.925 -0.333
H4 -0.705 0.688 1.234
H5 -2.094 -1.329 0.103
C2 1.300 1.636 -0.475
H6 1.084 -0.501 -0.926
H7 0.682 2.413 -0.054
C3 -0.417 0.048 0.410
C4 0.636 0.303 -0.354
H8 2.030 -2.350 1.457
H9 -3.636 1.476 -0.667
H10 2.258 -2.272 -0.031
O1 -2.721 1.283 -0.863
H11 -0.854 -1.795 1.381
O2 2.617 -1.952 0.804
H12 -2.247 2.022 -0.467

=====

Verdict on stability: version A comes out at the bottom.

=====

Version A
C4H12O2 | the ωB97M-V functional and the def2-TZVPD basis

Calculated values
* HOMO-LUMO gap: 0.28341 Eh
* LUMO energy: -0.94 eV

Geometry (Å):
H1 0.043 2.305 0.769
C1 2.008 -0.599 -0.663
C2 0.433 -0.547 -0.825
H2 -1.756 -2.577 -0.266
H3 -0.029 0.231 0.052
O1 0.919 2.836 0.722
H4 2.251 -0.224 0.272
H5 2.566 0.061 -1.421
C3 -1.785 -1.477 -0.076
H6 -2.035 -0.940 -1.022
H7 0.567 3.725 0.603
H8 -2.439 -1.117 0.781
C4 -0.330 -1.019 0.351
H9 0.141 -1.713 1.109
H10 -1.811 1.740 1.328
H11 2.359 -1.631 -0.632
H12 0.049 -0.434 -1.787
O2 -1.150 1.380 0.703

=====

Version B
C4H12O2 | the ωB97M-V functional and the def2-TZVPD basis

Calculated values
* HOMO-LUMO gap: 0.39322 Eh
* LUMO energy: 0.74 eV
* structure (SMILES): CC[C@H](C)O.O

Geometry (Å):
H1 -3.088 0.102 2.099
H2 0.743 0.020 -2.466
C1 1.216 0.316 1.554
H3 -0.954 -0.165 -2.713
H4 -0.801 -1.157 -0.085
H5 1.618 1.281 1.855
H6 0.104 -1.569 -2.304
H7 2.588 1.001 -0.342
O1 1.673 1.111 -0.652
C2 -0.155 -0.490 -2.046
H8 1.877 -0.768 -0.108
C3 -0.312 -0.261 -0.529
O2 -3.223 -0.314 1.187
C4 1.107 -0.014 0.069
H9 0.268 0.308 2.051
H10 -1.065 0.504 -0.263
H11 -3.528 0.423 0.613
H12 1.931 -0.328 2.078

=====

Version C
C4H12O2 | the ωB97M-V functional and the def2-TZVPD basis

Calculated values
* HOMO-LUMO gap: 0.39195 Eh
* LUMO energy: 0.59 eV
* structure (SMILES): CC[C@H](C)O.O

Geometry (Å):
H1 2.425 -1.143 -0.110
C1 -0.216 1.548 1.625
H2 0.998 0.399 -1.351
O1 -1.203 0.033 0.419
H3 -1.262 1.774 1.889
H4 -1.880 -3.455 -2.532
H5 -2.426 -2.087 -3.038
H6 0.180 0.817 2.349
H7 -0.736 1.903 -0.382
H8 1.810 1.491 -0.192
C2 -0.264 1.090 0.207
H9 0.375 2.476 1.703
C3 1.608 -0.623 0.418
H10 1.911 -0.464 1.466
O2 -1.918 -2.499 -2.302
H11 0.714 -1.269 0.405
H12 -1.221 -0.634 -0.299
C4 1.103 0.644 -0.276

=====

Verdict on stability: version A comes out at the bottom.

=====

Version A
C4H12O2 | the ωB97M-V functional and the def2-TZVPD basis

Calculated values
* HOMO-LUMO gap: 0.39163 Eh
* LUMO energy: 0.79 eV
* structure (SMILES): CCCOC.O

Geometry (Å):
H1 -0.254 -2.522 -1.291
C1 -0.859 0.118 -1.118
C2 -1.912 2.010 -0.042
H2 -2.360 2.434 -0.956
H3 2.387 0.096 4.585
C3 0.558 -0.582 -1.196
H4 1.352 -0.059 -1.763
O1 2.877 0.254 5.423
C4 0.399 -1.909 -1.936
H5 -1.114 0.435 -2.147
H6 -0.132 -1.704 -2.880
H7 -1.725 -0.438 -0.712
H8 3.488 -0.513 5.502
H9 -1.529 2.837 0.579
H10 -2.698 1.481 0.523
O2 -0.716 1.287 -0.244
H11 1.311 -2.486 -2.162
H12 0.928 -0.737 -0.164

=====

Version B
C4H12O2 | the ωB97M-V functional and the def2-TZVPD basis

Calculated values
* HOMO-LUMO gap: 0.38139 Eh
* LUMO energy: 1.07 eV
* structure (SMILES): COC.COC

Geometry (Å):
H1 11.914 -2.394 -4.727
C1 10.891 -1.426 -7.028
H2 9.968 -3.917 -4.550
C2 9.550 -3.069 -3.983
H3 11.550 -1.844 -6.249
H4 8.497 -0.746 -7.965
H5 10.438 -2.260 -7.590
H6 11.453 -0.682 -4.983
H7 8.454 -3.186 -3.931
C3 11.249 -1.584 -4.382
C4 9.135 0.002 -7.465
O1 9.837 -0.611 -6.406
H8 11.481 -1.364 -3.327
O2 9.893 -1.900 -4.671
H9 8.492 0.808 -7.073
H10 9.955 -3.097 -2.957
H11 9.824 0.432 -8.212
H12 11.503 -0.826 -7.722

=====

Version C
C4H12O2 | the ωB97M-V functional and the def2-TZVPD basis

Calculated values
* HOMO-LUMO gap: 0.34520 Eh
* LUMO energy: 0.72 eV
* structure (SMILES): C=C(C)C.O.O

Geometry (Å):
H1 -0.961 -1.952 0.140
H2 -4.213 1.156 2.284
O1 3.153 -0.617 -1.152
H3 0.931 1.799 -0.409
H4 1.470 -1.383 1.319
C1 1.135 -0.370 1.061
H5 -4.243 0.883 0.784
H6 2.984 -1.433 -1.603
C2 -0.356 -1.458 -0.615
H7 0.370 -2.219 -0.910
O2 -3.956 1.517 1.449
C3 0.131 1.079 -0.578
H8 -0.988 -1.155 -1.440
H9 3.182 0.080 -1.800
H10 1.770 0.326 1.586
C4 0.293 -0.270 0.042
H11 0.088 1.125 -1.677
H12 -0.805 1.532 -0.222

=====

Verdict on stability: version B comes out at the bottom.

=====

Version A
C4H12O2 | the ωB97M-V functional and the def2-TZVPD basis

Calculated values
* HOMO-LUMO gap: 0.40000 Eh
* LUMO energy: 0.66 eV
* structure (SMILES): CC[C@@H](C)O.O

Geometry (Å):
H1 -0.551 0.295 -2.300
H2 1.841 1.433 0.363
C1 0.466 0.003 -0.442
H3 -0.214 -0.742 -0.007
H4 -3.643 -0.364 -0.418
H5 0.445 1.624 -1.848
O1 -3.769 -1.234 -0.032
H6 0.247 1.445 1.063
O2 1.525 -0.711 -1.084
H7 2.402 0.293 2.354
C2 1.055 0.781 0.736
H8 1.351 -1.650 -1.138
H9 0.738 -0.274 2.590
C3 -0.246 0.897 -1.426
H10 -3.779 -1.837 -0.792
C4 1.526 -0.114 1.860
H11 1.754 -1.116 1.478
H12 -1.149 1.270 -0.957

=====

Version B
C4H12O2 | the ωB97M-V functional and the def2-TZVPD basis

Calculated values
* HOMO-LUMO gap: 0.40276 Eh
* LUMO energy: 1.12 eV
* structure (SMILES): COC.COC

Geometry (Å):
O1 5.193 4.077 -1.760
H1 -3.706 -4.329 1.566
H2 3.234 4.495 -1.531
H3 -2.921 -2.804 2.085
H4 6.123 3.092 -3.379
C1 -6.111 -3.449 2.277
H5 3.750 4.464 -3.246
C2 3.848 3.956 -2.272
H6 -6.059 -4.495 1.931
C3 -3.769 -3.484 2.273
C4 6.040 3.125 -2.280
H7 7.039 3.328 -1.858
H8 -7.002 -2.975 1.833
H9 3.459 2.929 -2.370
H10 5.702 2.138 -1.922
H11 -3.683 -3.878 3.299
O2 -4.914 -2.742 1.980
H12 -6.221 -3.447 3.374

=====

Version C
C4H12O2 | the ωB97M-V functional and the def2-TZVPD basis

Calculated values
* HOMO-LUMO gap: 0.37691 Eh
* LUMO energy: 0.84 eV
* structure (SMILES): C=C(C)C.O.O

Geometry (Å):
H1 2.126 0.401 1.224
C1 0.191 -0.331 1.405
C2 -0.749 -1.457 1.095
C3 1.399 -0.311 0.851
H2 0.259 0.349 3.432
O1 -3.885 1.852 -4.667
C4 -0.134 0.667 2.481
O2 4.257 -0.046 -1.469
H3 -0.478 -1.922 0.145
H4 -4.425 1.816 -3.862
H5 3.683 -0.257 -0.734
H6 -4.285 1.248 -5.299
H7 1.698 -0.938 0.010
H8 -1.208 0.702 2.647
H9 0.219 1.656 2.215
H10 -1.780 -1.119 0.965
H11 -0.717 -2.202 1.885
H12 3.831 -0.108 -2.322

=====

Verdict on stability: version B comes out at the bottom.